Entry from the OMol25 dataset: 2 unconnected molecules or ions with the total composition C28H28N4O6 in a non-equilibrium geometry (ωB97M-V/def2-TZVPD).

Positions of all 66 atoms, in Å:
C1 4.410177 1.693658 -2.825653
N1 3.469574 1.468168 -1.731476
C2 3.687141 2.040979 -0.508681
O1 4.698313 2.645381 -0.166329
C3 2.496438 1.660892 0.381020
C4 1.746698 2.915038 0.863452
C5 2.602157 3.749120 1.791460
C6 2.799091 5.112075 1.522127
C7 3.684961 5.837949 2.315542
C8 4.301789 5.247454 3.414858
C9 4.045035 3.901800 3.718516
C10 3.174306 3.163753 2.917147
N2 1.672820 0.793203 -0.492675
C11 0.586861 0.126200 -0.014884
C12 -0.224115 -0.616715 -0.872215
C13 -1.147648 -1.616890 -0.400709
C14 -2.138598 -2.170042 -1.404350
C15 -3.472471 -2.634220 -1.134460
C16 -4.254652 -3.282531 -2.079370
C17 -3.774483 -3.377660 -3.393938
N3 -4.504319 -4.191289 -4.330745
O2 -4.051333 -4.347772 -5.490259
O3 -5.560816 -4.734608 -3.915332
C18 -2.541875 -2.803737 -3.744225
C19 -1.763446 -2.170913 -2.771072
C20 2.201295 0.727986 -1.881790
C21 1.328833 1.442138 -2.935258
C22 2.501825 -0.697865 -2.365438
H1 5.208022 2.356707 -2.455207
H2 4.845802 0.729412 -3.145016
H3 3.885287 2.166246 -3.675824
H4 2.868508 1.075875 1.254767
H5 1.438912 3.512709 -0.018752
H6 0.836184 2.560292 1.386860
H7 2.293717 5.553531 0.663015
H8 3.884740 6.880230 2.065279
H9 4.986423 5.816941 4.037593
H10 4.515475 3.422643 4.567230
H11 2.961498 2.109177 3.131834
H12 0.302955 0.310734 1.034028
H13 -0.260192 -0.351983 -1.979108
H14 -0.828272 -2.228963 0.523427
H15 -3.973203 -2.466241 -0.184482
H16 -5.225500 -3.707225 -1.837682
H17 -2.219145 -2.877916 -4.783586
H18 -0.827805 -1.699404 -3.088183
H19 1.259450 2.521493 -2.737042
H20 1.791831 1.298333 -3.922027
H21 0.317276 1.026643 -2.979616
H22 3.338515 -1.117415 -1.788727
H23 1.611675 -1.325748 -2.253747
H24 2.786043 -0.655896 -3.426415
O4 -5.335988 -0.375792 4.859162
N4 -5.042825 -1.597543 4.868175
O5 -5.533898 -2.377789 5.710927
C23 -4.158373 -2.189689 3.904475
C24 -3.929373 -3.601953 3.874192
C25 -3.111518 -4.052389 2.831332
C26 -2.558724 -3.234581 1.881680
C27 -2.880203 -1.821473 1.889410
O6 -2.432687 -1.044945 0.945006
C28 -3.690589 -1.311657 2.953506
H25 -4.420094 -4.237211 4.612741
H26 -2.895275 -5.117170 2.759477
H27 -1.928257 -3.605916 1.037533
H28 -3.853950 -0.223624 3.018500

Force components x, y, z for each atom (eV/Å):
-0.3 -0.3 -0.1
0.1 0.5 0.4
0.8 -0.6 0.2
-1.4 -0.4 -0.4
0.1 0.0 0.1
-0.3 -0.2 0.0
-0.4 0.4 -0.1
0.4 -0.8 0.2
-0.2 0.2 0.0
-0.1 -0.6 0.0
-0.3 0.3 -0.3
0.3 0.1 0.0
-0.4 0.2 0.7
0.4 0.2 -1.9
-0.8 0.4 0.0
-0.9 -0.5 2.2
-0.6 -0.1 -0.9
0.6 0.2 0.4
0.6 0.3 -0.8
1.2 0.4 1.2
-1.7 -1.7 -1.8
-0.9 0.5 2.5
2.3 1.2 -1.1
-0.7 -0.1 -0.1
-0.1 -0.4 0.3
0.5 0.3 -0.4
-0.1 0.2 0.1
0.1 0.0 0.3
-0.4 -0.3 -0.1
-0.1 0.5 0.0
0.4 -0.2 0.3
-0.2 0.4 -0.6
0.1 -0.3 0.5
0.3 0.3 -0.3
0.2 0.0 0.2
0.0 -0.2 0.2
-0.1 -0.1 -0.1
0.0 0.1 0.0
0.2 0.5 0.1
0.5 -0.5 -0.4
0.1 -0.5 2.1
-0.2 0.7 -2.3
0.6 -0.1 0.0
0.2 0.2 0.0
0.0 0.1 0.4
-0.4 -0.5 0.1
0.0 -0.3 0.0
-0.2 0.1 0.3
0.3 0.2 -0.1
-0.3 0.0 -0.1
0.4 0.0 -0.1
-0.1 -0.1 0.3
1.0 -2.5 -0.4
-2.4 0.7 2.8
0.8 1.2 -1.3
0.3 -0.9 -1.1
-0.1 1.6 -0.2
-0.3 -1.0 0.9
-0.2 1.8 -0.8
0.6 -1.7 0.5
0.3 1.6 -0.9
1.3 0.2 -1.0
0.4 0.2 -0.4
-0.1 0.1 0.1
-0.8 0.0 1.1
-0.1 -0.8 0.0

Values from the calculation:
Molar mass: 516.55 g/mol
ΔE to the lowest compared entry with this formula, charge and spin: 8.6834 eV
HOMO level: -8.0 eV
Gap between HOMO and LUMO: 6.5 eV